(1)
Density functional theory data (wB97M-V/def2-TZVPD) for a structure of composition C34H91BF4N13O14Zn.

Geometry as XYZ:
```
158
Properties=species:S:1:pos:R:3:mulliken_charge:R:1
Zn 3.814 0.948 1.306 -0.49
B 0.676 -0.404 1.325 -0.98
F -0.224 0.639 1.252 -0.14
F 1.949 0.164 1.138 1.19
F 0.634 -0.954 2.634 -0.21
F 0.326 -1.343 0.362 -0.80
C 2.442 1.709 4.045 0.06
O 2.996 1.367 3.062 0.32
N 1.230 1.518 4.137 -0.08
N 2.996 2.335 5.042 -0.27
H 0.785 1.856 4.978 0.17
H 0.758 0.975 3.429 -0.46
H 2.369 2.621 5.781 0.14
H 3.982 2.544 5.111 0.26
C 0.593 -2.734 5.414 0.39
O 0.782 -3.445 6.395 -0.73
N 1.171 -1.598 5.216 -0.19
N -0.279 -2.974 4.448 -0.22
H 1.758 -1.288 5.977 0.21
H 1.149 -1.293 4.253 0.45
H -0.438 -2.257 3.754 0.14
H -0.784 -3.846 4.383 0.19
C 2.870 3.665 -0.100 0.05
O 2.950 2.569 0.439 0.30
N 3.673 3.973 -1.152 -0.36
N 1.866 4.523 0.003 -0.12
H 3.430 4.754 -1.745 0.17
H 4.433 3.375 -1.443 0.22
H 1.915 5.232 -0.714 0.19
H 0.991 4.364 0.481 -0.18
C 3.670 -0.736 -1.405 -0.50
O 4.000 0.019 -0.507 0.08
N 2.428 -1.168 -1.572 2.33
N 4.431 -1.237 -2.346 -0.05
H 1.738 -1.142 -0.834 -0.81
H 2.211 -1.820 -2.312 -0.30
H 5.417 -1.027 -2.401 0.31
H 3.850 -1.520 -3.122 -0.15
C 3.799 5.093 2.921 -1.10
O 4.275 3.862 2.470 0.23
C 5.666 3.981 2.090 -0.80
C 6.297 2.645 2.433 -0.89
N 5.862 1.574 1.480 0.02
C 6.513 0.268 1.756 -1.12
C 5.779 -0.540 2.773 -0.60
O 4.448 -0.671 2.328 0.94
C 3.832 -1.851 2.907 -0.76
H 2.865 5.002 3.476 0.16
H 3.667 5.870 2.168 0.32
H 4.449 5.494 3.698 0.48
H 6.278 4.753 2.557 0.54
H 5.782 4.165 1.022 0.35
H 5.996 2.350 3.438 0.26
H 7.377 2.783 2.403 0.53
H 6.230 1.897 0.596 0.32
H 7.566 0.310 2.034 0.49
H 6.448 -0.308 0.834 0.32
H 5.854 -0.179 3.799 0.33
H 6.201 -1.542 2.842 0.55
H 3.749 -1.765 3.991 0.36
H 4.478 -2.691 2.652 0.58
H 2.918 -1.997 2.332 -0.31
C -2.990 -1.501 1.000 -0.61
O -4.243 -2.111 0.913 -0.46
C -4.364 -3.146 1.916 -0.27
C -5.836 -3.250 2.398 -0.89
N -6.612 -3.513 1.182 -0.41
C -6.610 -5.009 0.795 -0.60
C -7.385 -5.278 -0.485 -0.63
O -6.843 -4.534 -1.592 -0.29
C -7.631 -4.676 -2.712 -0.88
H -2.871 -0.660 0.316 0.18
H -2.216 -2.240 0.795 0.30
H -2.895 -1.036 1.981 0.30
H -3.793 -2.909 2.814 0.37
H -4.094 -4.068 1.400 0.27
H -6.192 -2.306 2.810 0.38
H -5.907 -4.068 3.115 0.37
H -6.162 -2.980 0.452 0.34
H -7.107 -5.430 1.668 0.42
H -5.646 -5.517 0.761 0.30
H -8.404 -4.950 -0.279 0.34
H -7.544 -6.328 -0.731 0.47
H -8.376 -5.455 -2.869 0.36
H -6.990 -4.688 -3.594 0.24
H -8.254 -3.783 -2.768 0.33
C -8.928 2.056 0.367 -0.78
O -7.595 2.449 0.224 -0.34
C -6.630 1.552 0.869 -0.68
C -5.243 2.220 0.850 -0.31
N -5.124 3.568 1.353 -0.44
C -3.786 4.149 1.121 -0.49
C -2.727 3.646 1.956 -0.08
O -1.484 4.423 1.785 -0.49
C -0.339 3.952 2.455 -0.59
H -9.280 2.029 1.399 0.32
H -9.137 1.079 -0.069 0.30
H -9.581 2.757 -0.152 0.26
H -6.680 0.591 0.358 0.36
H -6.846 1.284 1.903 0.41
H -4.871 2.302 -0.171 0.29
H -4.586 1.645 1.502 0.21
H -5.930 4.055 0.985 0.31
H -3.942 5.187 1.414 0.36
H -3.516 4.270 0.072 0.20
H -2.438 2.620 1.727 0.00
H -3.089 3.807 2.971 0.35
H -0.494 3.492 3.431 0.46
H 0.356 4.780 2.595 0.37
H 0.174 3.254 1.794 -0.13
C 3.605 -1.219 -5.925 -0.96
O 3.228 -1.947 -4.688 -0.35
C 2.943 -3.330 -4.982 -0.86
C 2.604 -4.093 -3.622 -0.76
N 1.478 -3.488 -2.877 -0.13
C 1.160 -4.328 -1.734 -1.04
C 2.153 -4.379 -0.573 0.17
O 1.712 -5.034 0.522 -0.50
C 0.730 -4.295 1.272 -0.38
H 3.911 -0.193 -5.721 0.33
H 2.796 -1.218 -6.655 0.24
H 4.450 -1.737 -6.378 0.40
H 3.847 -3.777 -5.394 0.44
H 2.233 -3.439 -5.802 0.49
H 3.549 -4.069 -3.079 0.29
H 2.268 -5.096 -3.883 0.54
H 0.686 -3.430 -3.500 0.23
H 0.806 -5.294 -2.094 0.34
H 0.235 -3.871 -1.381 0.41
H 2.520 -3.378 -0.347 -0.09
H 2.912 -5.074 -0.932 0.34
H -0.189 -4.211 0.691 0.34
H 1.022 -3.344 1.717 -0.05
H 0.534 -4.953 2.118 0.31
C 0.027 2.128 -8.041 -0.79
O 0.283 2.085 -6.645 -0.33
C 0.378 0.716 -6.227 -0.48
C 0.809 0.672 -4.734 0.06
N -0.197 1.238 -3.838 -0.37
C 0.147 1.149 -2.466 -0.09
C -0.732 2.095 -1.671 -0.28
O -0.633 3.372 -2.223 -0.39
C -1.576 4.286 -1.680 -0.54
H -0.739 1.470 -8.451 0.32
H 0.938 1.815 -8.551 0.31
H -0.221 3.170 -8.245 0.25
H 1.127 0.284 -6.890 0.20
H -0.571 0.206 -6.396 0.32
H 1.768 1.176 -4.611 0.27
H 0.913 -0.376 -4.452 -0.18
H -0.449 2.204 -3.990 0.39
H 1.162 1.411 -2.166 -0.05
H -0.220 0.159 -2.197 0.13
H -0.523 2.048 -0.602 0.04
H -1.758 1.737 -1.755 0.63
H -1.531 4.330 -0.592 -0.09
H -2.569 3.978 -2.008 0.41
H -1.232 5.248 -2.061 0.30
```

Calculated values
spin multiplicity: 1
net charge: +1
energy: -144732.058 eV
relative energy (zero: lowest compared OMol25 entry of this formula, charge and spin): 3.282 eV

---

(2)
Density functional theory data (wB97M-V/def2-TZVPD) for a structure of composition C34H91HgN7O9.

Geometry as XYZ:
```
142
Properties=species:S:1:pos:R:3:mulliken_charge:R:1
Hg 1.677 0.885 -3.115 1.17
C 1.005 -0.365 0.605 1.33
C -0.222 -0.304 -0.342 0.58
C -1.278 0.641 0.193 0.78
O 0.084 -0.028 -1.668 -0.33
H 0.809 -0.737 1.613 -0.45
H 1.603 0.547 0.677 -1.49
H 1.718 -1.121 0.251 0.06
H -0.523 -1.358 -0.230 0.39
H -1.010 1.694 0.123 0.03
H -1.543 0.416 1.235 0.10
H -2.246 0.416 -0.263 -1.21
C 0.173 4.653 -1.421 -1.09
C 1.571 4.039 -1.612 0.57
C 2.006 3.417 -0.287 -0.64
O 1.610 3.087 -2.623 -0.78
H -0.494 3.900 -0.993 -0.02
H -0.295 5.004 -2.341 0.37
H 0.284 5.494 -0.733 0.42
H 2.174 4.941 -1.788 0.16
H 2.003 4.046 0.610 0.51
H 3.094 3.255 -0.296 -0.05
H 1.563 2.439 -0.100 -0.17
C 2.698 2.428 5.886 -1.59
C 2.079 2.481 4.495 0.49
C 3.086 2.228 3.406 0.61
O 4.177 3.110 3.458 -0.44
C 4.617 3.515 2.178 0.05
N 1.053 1.446 4.486 -0.49
H 3.430 1.631 6.040 0.28
H 1.991 2.293 6.709 0.44
H 3.180 3.373 6.158 0.36
H 1.632 3.477 4.381 0.33
H 2.510 2.351 2.480 -0.13
H 3.481 1.214 3.513 -0.32
H 4.058 4.431 1.976 0.30
H 4.377 2.794 1.391 -0.46
H 5.705 3.539 2.113 0.33
H 0.205 1.779 4.919 0.26
H 0.888 1.145 3.529 0.09
C 5.736 1.208 -0.798 -1.61
C 4.866 0.164 -1.524 0.23
C 5.115 -1.217 -0.949 -0.95
O 4.419 -2.169 -1.756 -0.36
C 4.535 -3.487 -1.224 -0.69
N 3.461 0.633 -1.360 0.33
H 5.618 1.168 0.283 0.21
H 5.445 2.159 -1.246 0.45
H 6.795 1.133 -1.060 0.52
H 5.144 0.119 -2.580 0.43
H 4.785 -1.120 0.094 0.27
H 6.166 -1.509 -0.964 0.54
H 4.146 -3.579 -0.207 0.07
H 5.584 -3.782 -1.139 0.35
H 3.976 -4.151 -1.879 0.28
H 3.397 1.646 -1.277 0.18
H 3.209 0.362 -0.411 -0.55
C 2.793 -2.565 -5.275 -1.60
C 1.512 -2.199 -4.498 0.28
C 0.869 -3.452 -3.978 -0.25
O 0.484 -4.268 -5.062 -0.34
C -0.334 -5.308 -4.706 -0.85
N 2.002 -1.450 -3.325 0.07
H 2.555 -3.075 -6.213 0.42
H 3.442 -3.278 -4.769 0.29
H 3.248 -1.639 -5.629 0.42
H 0.833 -1.615 -5.115 0.31
H -0.020 -3.308 -3.351 0.23
H 1.589 -4.032 -3.380 0.18
H 0.068 -6.056 -3.997 0.32
H -0.640 -5.865 -5.590 0.30
H -1.210 -5.062 -4.084 0.27
H 2.853 -1.828 -2.914 -0.07
H 1.264 -1.440 -2.610 0.29
C 1.455 -2.660 3.508 -1.02
C 2.882 -2.506 4.011 0.44
C 3.790 -3.719 3.670 -0.68
O 5.117 -3.701 4.181 -0.36
C 5.259 -3.846 5.595 -0.67
N 3.487 -1.278 3.493 -0.17
H 0.845 -1.791 3.743 0.00
H 0.876 -3.562 3.728 0.58
H 1.460 -2.841 2.426 0.21
H 2.922 -2.532 5.107 0.11
H 3.796 -3.820 2.582 0.02
H 3.399 -4.692 3.989 0.42
H 6.324 -3.880 5.794 0.25
H 4.745 -4.782 5.836 0.31
H 4.764 -3.084 6.202 0.27
H 3.131 -0.532 4.079 -0.02
H 4.493 -1.336 3.614 0.25
C -5.785 0.575 3.413 -1.70
C -4.987 0.276 2.166 0.74
C -4.016 -0.935 2.314 -0.43
O -3.165 -0.842 3.434 -0.40
C -2.064 -1.738 3.384 -0.49
N -5.907 0.004 1.051 -0.45
H -5.140 0.820 4.256 0.34
H -6.295 -0.362 3.646 0.42
H -6.455 1.411 3.212 0.43
H -4.362 1.099 1.808 0.11
H -3.381 -0.888 1.422 0.02
H -4.593 -1.868 2.318 0.43
H -1.602 -1.632 4.365 0.34
H -1.369 -1.497 2.578 0.05
H -2.502 -2.740 3.328 0.30
H -5.559 -0.818 0.567 0.25
H -6.880 -0.141 1.274 0.17
C -5.041 -0.257 -1.853 -1.14
C -4.058 -1.282 -2.450 0.50
C -3.475 -0.850 -3.771 -0.68
O -2.541 -1.846 -4.235 -0.11
C -3.134 -2.914 -4.960 -0.84
N -3.067 -1.556 -1.383 -0.20
H -5.646 -0.637 -1.036 0.36
H -5.666 0.102 -2.682 0.59
H -4.618 0.718 -1.589 -0.19
H -4.666 -2.189 -2.512 0.32
H -2.819 0.022 -3.690 -0.21
H -4.187 -0.487 -4.519 0.52
H -2.377 -3.626 -5.284 0.23
H -3.768 -2.487 -5.738 0.35
H -3.748 -3.581 -4.339 0.32
H -2.301 -0.904 -1.582 -0.59
H -2.577 -2.408 -1.665 0.35
C -6.427 3.602 -0.246 -1.34
C -5.301 4.334 -0.980 0.59
C -5.285 3.963 -2.473 -0.91
O -4.807 2.636 -2.648 -0.30
C -3.523 2.349 -2.179 -0.74
N -5.752 5.753 -0.914 -0.79
H -7.381 3.741 -0.757 0.34
H -6.517 3.993 0.771 0.42
H -6.243 2.539 -0.070 0.19
H -4.347 4.116 -0.507 0.31
H -4.656 4.696 -2.997 0.41
H -6.263 4.082 -2.939 0.35
H -2.913 1.750 -2.860 0.07
H -3.609 1.866 -1.202 0.32
H -2.849 3.199 -2.011 0.51
H -6.654 5.848 -1.368 0.30
H -5.106 6.220 -1.550 0.30
```

Calculated values
spin multiplicity: 1
energy: -69757.942 eV
relative energy (zero: lowest compared OMol25 entry of this formula, charge and spin): 2.576 eV

---

(3)
Density functional theory data (wB97M-V/def2-TZVPD) for a structure of composition C34H92F6N10O23S6.

Geometry as XYZ:
```
171
Properties=species:S:1:pos:R:3:mulliken_charge:R:1
C 3.028 -2.382 0.749 -0.73
C 3.855 -1.009 0.751 0.20
C 4.493 -0.845 -0.606 -0.74
O 5.146 0.426 -0.651 -0.27
C 6.212 0.501 -1.548 -0.82
N 2.882 0.123 0.933 0.13
H 3.431 0.925 1.138 0.32
H 2.253 0.183 0.057 0.30
H 2.218 0.045 1.713 0.26
H 2.598 -2.486 1.750 0.08
H 3.698 -3.217 0.469 0.56
H 2.185 -2.315 -0.019 -0.05
H 4.622 -0.922 1.484 0.36
H 3.757 -0.945 -1.442 0.21
H 5.172 -1.738 -0.651 0.37
H 7.042 0.005 -1.056 0.32
H 6.507 1.525 -1.698 0.24
H 5.926 0.027 -2.458 0.32
C 1.874 -0.567 8.830 -1.39
C 1.470 -1.769 7.988 0.99
O 0.690 -2.672 8.162 -0.49
N 2.155 -1.941 6.692 0.81
H 1.366 -1.802 6.042 0.03
H 2.922 -1.255 6.547 0.06
C 2.710 -3.340 6.562 -0.73
H 1.125 -0.277 9.541 0.40
H 2.086 0.329 8.336 0.33
H 2.781 -0.891 9.382 0.39
H 2.553 -3.664 5.515 0.21
H 2.139 -3.958 7.240 0.35
H 3.790 -3.131 6.722 0.36
C 8.687 2.959 2.162 -0.69
C 9.746 2.626 3.248 0.55
O 10.738 1.961 3.217 -0.42
N 9.409 3.287 4.650 -0.12
H 8.431 3.272 4.892 0.33
H 9.992 2.789 5.309 0.36
C 9.774 4.734 4.578 -0.86
H 8.795 3.994 1.910 0.41
H 7.730 2.732 2.581 0.16
H 9.025 2.319 1.323 0.29
H 9.573 5.055 5.602 0.39
H 9.137 5.238 3.860 0.36
H 10.846 4.820 4.296 0.34
C -4.827 2.572 5.524 -0.74
O -5.731 2.753 4.468 -0.39
C -7.068 2.495 4.976 -0.41
C -8.072 2.917 3.873 -1.01
N -7.836 4.322 3.605 -0.04
H -6.810 4.438 3.685 0.39
H -8.261 4.509 2.641 0.43
C -8.489 5.217 4.678 -0.84
C -7.497 6.131 5.347 -0.47
O -6.852 6.763 4.238 -0.38
C -6.035 7.920 4.616 -0.72
H -3.834 3.062 5.367 0.25
H -4.484 1.498 5.588 0.26
H -5.188 2.964 6.447 0.38
H -7.162 3.048 5.916 0.33
H -7.167 1.443 5.316 0.49
H -9.046 2.709 4.159 0.49
H -7.783 2.389 2.941 0.40
H -9.001 4.590 5.365 0.36
H -9.168 5.745 4.123 0.50
H -6.851 5.591 6.042 0.27
H -8.006 6.881 5.902 0.57
H -5.149 7.488 5.072 0.31
H -6.612 8.554 5.280 0.32
H -5.794 8.388 3.672 0.24
C 2.700 -4.968 -3.510 -0.85
O 3.325 -5.750 -4.569 -0.39
C 4.435 -5.218 -5.290 -0.43
C 5.106 -6.343 -5.953 -0.75
N 5.444 -7.391 -4.923 -0.15
H 4.608 -7.358 -4.278 0.41
H 5.426 -8.284 -5.425 0.41
C 6.693 -7.146 -4.066 -0.67
C 6.645 -7.784 -2.709 -0.63
O 5.495 -7.281 -2.043 -0.22
C 4.880 -8.216 -1.191 -0.78
H 1.707 -5.498 -3.465 0.30
H 2.481 -3.931 -3.871 0.35
H 3.301 -4.809 -2.680 0.38
H 5.115 -4.660 -4.640 0.31
H 4.170 -4.448 -6.007 0.49
H 6.005 -6.120 -6.496 0.40
H 4.429 -6.898 -6.607 0.37
H 6.807 -6.075 -3.936 0.31
H 7.468 -7.481 -4.737 0.46
H 7.531 -7.539 -2.123 0.38
H 6.613 -8.886 -2.834 0.41
H 5.602 -8.653 -0.495 0.36
H 4.438 -9.161 -1.789 0.29
H 4.095 -7.793 -0.544 0.24
C -3.015 8.487 -9.640 -0.44
O -3.726 8.424 -10.654 -0.27
C -3.982 9.738 -11.340 -0.63
C -4.144 9.456 -12.764 -0.57
N -5.031 8.362 -13.142 -0.18
H -5.809 8.380 -12.426 0.42
H -5.526 8.584 -14.007 0.43
C -4.445 6.983 -13.424 -0.71
C -5.441 5.898 -13.702 -0.57
O -4.867 4.581 -13.482 -0.22
C -5.118 3.665 -14.373 -0.31
H -2.723 7.719 -9.001 0.28
H -2.990 9.385 -8.995 0.25
H 11.255 1.161 -6.336 -0.17
H -3.084 10.305 -11.314 0.50
H -4.819 10.172 -10.821 0.42
H -3.169 9.201 -13.183 0.32
H -4.578 10.320 -13.322 0.36
H -3.878 6.716 -12.530 0.35
H -3.838 7.271 -14.204 0.46
H -5.873 5.991 -14.690 0.47
H -6.289 6.041 -13.020 0.29
H 0.594 -0.969 -19.448 -0.06
H -5.675 4.036 -15.218 0.31
H -4.419 2.752 -14.232 0.26
C -1.702 -6.107 5.740 -0.85
O -2.906 -5.635 5.038 -0.30
C -3.078 -6.358 3.807 -0.62
C -4.477 -5.973 3.361 -0.74
N -4.514 -4.526 2.996 0.38
H -5.326 -4.002 3.344 0.48
H -3.720 -4.052 3.474 -0.01
C -4.356 -4.169 1.572 -0.55
C -5.749 -4.153 0.903 -0.62
O -6.610 -3.400 1.727 -0.35
C -7.780 -2.932 1.097 -0.83
H -0.873 -5.914 5.108 0.34
H -1.742 -7.189 5.761 0.41
H -1.643 -5.600 6.728 0.21
H -3.050 -7.448 3.908 0.51
H -2.415 -5.992 3.055 0.39
H -5.175 -6.226 4.133 0.44
H -4.726 -6.502 2.429 0.38
H -3.761 -4.876 1.025 0.37
H -3.856 -3.216 1.498 0.20
H -6.209 -5.161 0.752 0.31
H -5.641 -3.644 -0.008 0.55
H -8.510 -2.817 1.896 0.28
H -8.256 -3.606 0.302 0.31
H -7.709 -1.943 0.726 0.32
N -0.222 -1.013 5.337 -0.37
S -1.139 -2.269 4.978 1.03
O -0.262 -3.392 5.127 -0.65
O -2.013 -2.185 3.840 -0.53
F -2.105 -2.261 6.138 -0.25
S -0.908 0.436 5.615 0.94
O -1.954 0.370 6.610 -0.60
O -1.193 1.161 4.462 -0.57
F 0.408 1.028 6.210 -0.19
N 3.963 1.221 3.485 -0.25
S 4.568 2.714 3.669 0.97
O 5.710 2.686 2.791 -0.63
O 4.717 3.165 5.030 -0.63
F 3.498 3.530 3.006 -0.19
S 4.115 0.030 4.520 1.20
O 3.452 -1.079 3.880 -0.55
O 3.857 0.360 5.897 -0.82
F 5.660 -0.167 4.390 -0.29
N -0.452 -1.773 -1.534 -0.51
S 0.625 -0.738 -1.838 1.13
O 1.774 -1.237 -2.557 -0.62
O 0.868 0.264 -0.828 -0.77
F -0.093 0.042 -2.957 -0.24
S -1.013 -1.959 -0.093 1.24
O 0.053 -1.889 0.881 -0.46
O -1.939 -3.052 -0.062 -0.61
F -1.962 -0.657 0.137 -0.30
```

Calculated values
spin multiplicity: 1
net charge: +4
energy: -180002.714 eV

---

Per-record gap between HOMO and LUMO, eV: 7.53, 6.95, 0.85
Per-record max |F|, hartree/bohr: 0.1648, 0.0600, 0.1347